1.
DFT (the ωB97M-V functional and the def2-TZVPD basis) results for 3 unconnected molecules or ions with the total composition C3H6N2O in a non-equilibrium geometry.

Calculated values
SMILES string   [H]/N=C\C#N.[H][H].C=O
Total charge   0
Energy   -302.53736 Ha
Gap between HOMO and LUMO   10.0 eV
Energy relative to the best compared isomer or geometry (same formula, charge and spin)   408.9 kJ/mol
LUMO   -0.57 eV
Highest occupied orbital energy   -10.58 eV

```
12
Properties=species:S:1:pos:R:3:nbo_charge:R:1
N -0.350 -0.775 1.481 -0.489
C -0.327 0.448 1.145 -0.015
C 0.870 0.470 -1.420 0.256
O 1.359 -0.608 -1.640 -0.489
C -1.433 1.114 0.477 0.187
N -2.370 1.599 0.002 -0.259
H -1.194 -1.250 1.149 0.356
H 0.725 -2.014 0.381 -0.010
H 0.548 1.050 1.386 0.213
H -0.162 0.720 -1.726 0.125
H 1.432 1.268 -0.893 0.108
H 0.901 -2.022 -0.342 0.017
```

2.
DFT (the ωB97M-V functional and the def2-TZVPD basis) results for C3H6N2O in the gas phase in a non-equilibrium geometry.

Calculated values
Total charge   0
Energy   -302.38010 Ha
Multiplicity   3
Gap between HOMO and LUMO (alpha / beta)   5.6 / 6.6 eV
Energy relative to the best compared isomer or geometry (same formula, charge and spin)   288.5 kJ/mol
LUMO (alpha / beta)   1.12 / -2.32 eV
Highest occupied orbital energy (alpha / beta)   -4.47 / -8.94 eV

```
12
Properties=species:S:1:pos:R:3:nbo_charge:R:1
C 0.424 1.377 0.219 -0.418
C 0.156 0.818 -0.963 -0.250
C 0.361 0.109 0.978 0.215
N 0.309 -0.685 -0.297 -0.067
N -0.768 -1.555 -0.403 -0.546
O 1.454 -0.240 1.780 -0.713
H 0.639 2.313 0.712 0.235
H 0.108 1.002 -2.010 0.209
H -0.571 -0.205 1.442 0.118
H -1.079 -1.545 -1.359 0.371
H -1.542 -1.440 0.219 0.370
H 1.972 -0.856 1.322 0.477
```

Number 2 is which compound?
C3H6N2O